No. 1
Entry from OMol25: 2 unconnected molecules or ions with the total composition CH2FO4S (ωB97M-V with the def2-TZVPD basis set).

The geometry in XYZ format:
```
9
Properties=species:S:1:pos:R:3:forces:R:3
S -0.899 -0.183 0.135 -1.81 -1.65 2.45
F 1.792 -0.855 -0.388 -0.11 0.66 -0.12
O -0.473 -1.027 -1.151 -3.48 0.21 0.92
O -2.126 0.518 -0.235 1.49 -0.06 -0.28
O 0.591 1.857 -0.270 0.92 0.81 0.18
O -1.097 -0.898 1.443 1.08 0.59 -2.96
C 0.581 0.902 0.431 -0.04 -1.00 0.37
H 0.455 -0.916 -1.335 2.72 -0.08 0.81
H 1.176 0.603 1.370 -0.77 0.52 -1.37
```
Forces are in eV/Å.

Values from the calculation:
DFT total energy   -22812.675 eV
Net charge   -1
Energy above the lowest of the compared OMol25 structures with the same formula, charge and spin   1.521 eV
LUMO level   0.1470 Ha
Gap between HOMO and LUMO   0.370 Ha
Molecular weight   129.088 g/mol

The Löwdin scheme yields these atomic charges, measured in e: S 0.670; F -0.548; O -0.196; O -0.345; O 0.023; O -0.382; C -0.358; H 0.003; H 0.133


No. 2
Entry from OMol25: a molecular structure, CH2I3P (ωB97M-V with the def2-TZVPD basis set).

The geometry in XYZ format:
```
7
Properties=species:S:1:pos:R:3:forces:R:3
I 0.316 -2.496 -3.519 -0.51 -0.10 -0.28
I 3.325 -0.715 -3.147 -0.25 -0.21 0.25
I 2.499 -3.389 -0.885 -0.21 0.60 -0.46
P -0.526 0.378 -0.750 0.48 -0.51 -0.08
C 1.867 -1.970 -2.326 1.01 -0.33 0.47
H 0.652 0.328 -1.605 -0.73 0.39 0.36
H -0.989 1.656 -1.121 0.22 0.17 -0.26
```
Forces are in eV/Å.

Values from the calculation:
DFT total energy   -34656.201 eV
Energy above the lowest of the compared OMol25 structures with the same formula, charge and spin   2.788 eV
LUMO level (spin up / spin down)   -0.0509 / -0.0458 Ha
Gap between HOMO and LUMO (spin up / spin down)   0.274 / 0.258 Ha
Molecular weight   425.713 g/mol

The Löwdin scheme yields these atomic charges, measured in e: I 0.694; I 0.659; I 0.640; P 0.565; C -2.041; H -0.262; H -0.255


No. 3
Entry from OMol25: a gas-phase ion, CH2INO3P (charge -1) (ωB97M-V with the def2-TZVPD basis set).

The geometry in XYZ format:
```
9
Properties=species:S:1:pos:R:3:forces:R:3
I -2.789 1.452 0.052 0.19 -0.40 -0.01
P -1.833 -0.865 0.089 2.75 2.00 2.30
O -2.088 -1.492 -1.175 -0.46 -0.92 -1.64
O -1.915 -1.362 1.473 0.00 0.09 -0.62
O 0.125 -0.258 -0.334 -1.51 -0.76 -2.15
N 1.123 0.167 0.375 -1.65 -0.52 3.33
C 2.231 0.575 -0.066 -1.58 -0.15 -2.12
H 2.403 0.759 -1.120 0.35 -0.15 -0.32
H 2.742 1.023 0.707 1.92 0.81 1.22
```
Forces are in eV/Å.

Values from the calculation:
DFT total energy   -26093.065 eV
Net charge   -1
SMILES   C=NO[P@@](=O)([O-])I
Energy above the lowest of the compared OMol25 structures with the same formula, charge and spin   1.077 eV
LUMO level   0.1069 Ha
Gap between HOMO and LUMO   0.276 Ha
Molecular weight   233.909 g/mol

The Löwdin scheme yields these atomic charges, measured in e: I 0.291; P 0.099; O -0.387; O -0.418; O -0.339; N -0.198; C -0.109; H 0.051; H 0.009


No. 4
Entry from OMol25: a gas-phase ion, CH2IO3S (charge -1) (ωB97M-V with the def2-TZVPD basis set).

The geometry in XYZ format:
```
8
Properties=species:S:1:pos:R:3:forces:R:3
I -0.566 -1.188 -0.300 0.52 0.19 -1.08
S 0.294 0.189 1.660 0.78 0.40 -0.65
O -0.283 -0.601 2.697 -0.09 -1.17 1.29
O 1.756 0.114 1.514 -1.78 0.59 0.09
O -0.429 1.425 1.464 0.97 0.44 -0.32
C -0.327 -0.360 -2.277 2.14 -1.57 0.09
H 0.683 0.130 -2.421 -1.11 -0.55 0.62
H -1.127 0.292 -2.338 -1.43 1.67 -0.03
```
Forces are in eV/Å.

Values from the calculation:
DFT total energy   -26146.601 eV
Net charge   -1
Energy above the lowest of the compared OMol25 structures with the same formula, charge and spin   3.115 eV
LUMO level (spin up / spin down)   0.1208 / 0.1209 Ha
Gap between HOMO and LUMO (spin up / spin down)   0.251 / 0.250 Ha
Molecular weight   220.995 g/mol

The Löwdin scheme yields these atomic charges, measured in e: I 0.991; S 0.137; O -0.429; O -0.417; O -0.414; C -0.599; H -0.083; H -0.185


No. 5
Entry from OMol25: a molecular structure, CH2IOP (ωB97M-V with the def2-TZVPD basis set).

The geometry in XYZ format:
```
6
Properties=species:S:1:pos:R:3:forces:R:3
I 1.894 1.420 1.265 0.93 0.96 0.50
P -0.409 0.033 -0.501 -0.50 -1.70 1.76
O -1.263 -1.145 -0.745 -0.15 0.26 -0.76
C 0.512 0.017 0.896 -0.73 -2.53 -0.68
H -0.805 1.182 -1.223 0.67 0.13 0.42
H 0.593 -1.082 1.391 -0.22 2.89 -1.25
```
Forces are in eV/Å.

Values from the calculation:
DFT total energy   -20504.390 eV
Energy above the lowest of the compared OMol25 structures with the same formula, charge and spin   1.369 eV
LUMO level   -0.0180 Ha
Gap between HOMO and LUMO   0.301 Ha
Molecular weight   187.904 g/mol

The Löwdin scheme yields these atomic charges, measured in e: I 0.762; P 0.638; O -0.444; C -1.045; H 0.020; H 0.069


No. 6
Entry from OMol25: 2 unconnected molecules or ions with the total composition CH2IP (ωB97M-V with the def2-TZVPD basis set).

The geometry in XYZ format:
```
5
Properties=species:S:1:pos:R:3:forces:R:3
I 3.251 0.493 -0.003 -1.11 -0.55 -0.13
P 0.283 -1.177 -0.013 0.65 0.81 0.23
C -0.892 -0.028 0.000 0.60 -0.42 -0.11
H -0.778 0.966 -0.396 0.15 0.34 0.09
H -1.864 -0.255 0.412 -0.28 -0.18 -0.07
```
Forces are in eV/Å.

Values from the calculation:
DFT total energy   -18456.421 eV
Energy above the lowest of the compared OMol25 structures with the same formula, charge and spin   1.518 eV
LUMO level (spin up / spin down)   -0.0646 / -0.0977 Ha
Gap between HOMO and LUMO (spin up / spin down)   0.282 / 0.235 Ha
Molecular weight   171.905 g/mol

The Löwdin scheme yields these atomic charges, measured in e: I -0.167; P 0.708; C -0.506; H -0.016; H -0.019


No. 7
Entry from OMol25: a molecular structure, CH2KMgO (ωB97M-V with the def2-TZVPD basis set).

The geometry in XYZ format:
```
6
Properties=species:S:1:pos:R:3:forces:R:3
K 0.156 2.744 0.828 0.68 0.08 0.02
Mg 1.271 -2.301 -1.461 0.01 -0.09 -0.31
O 0.788 0.175 0.035 -1.15 -0.32 -0.40
C 0.120 -0.826 -0.308 1.36 0.38 0.97
H -0.668 -1.136 0.424 -0.32 0.32 -0.20
H -1.667 1.345 0.482 -0.57 -0.37 -0.08
```
Forces are in eV/Å.

Values from the calculation:
DFT total energy   -24876.127 eV
Net charge   +1
Energy above the lowest of the compared OMol25 structures with the same formula, charge and spin   0.096 eV
LUMO level (spin up / spin down)   -0.1500 / -0.1955 Ha
Gap between HOMO and LUMO (spin up / spin down)   0.283 / 0.162 Ha
Molecular weight   93.429 g/mol

The Löwdin scheme yields these atomic charges, measured in e: K 0.883; Mg 0.757; O -0.345; C -0.413; H 0.008; H 0.110


No. 8
Entry from OMol25: a molecular structure, CH2LiOPt (ωB97M-V with the def2-TZVPD basis set).

The geometry in XYZ format:
```
6
Properties=species:S:1:pos:R:3:forces:R:3
Pt -0.694 0.849 2.121 3.18 -0.41 1.52
O 1.281 0.236 -1.744 0.21 -1.01 0.30
C 0.937 -0.514 -0.934 -1.12 2.18 0.48
Li -2.000 0.745 0.678 -2.97 -0.06 -2.92
H 0.623 -1.502 -0.670 0.53 -1.20 -0.49
H -0.147 0.186 0.549 0.16 0.50 1.12
```
Forces are in eV/Å.

Values from the calculation:
DFT total energy   -6555.890 eV
Net charge   +1
Energy above the lowest of the compared OMol25 structures with the same formula, charge and spin   1.185 eV
LUMO level (spin up / spin down)   -0.1928 / -0.2511 Ha
Gap between HOMO and LUMO (spin up / spin down)   0.238 / 0.294 Ha
⟨S²⟩   2.023
Molecular weight   232.045 g/mol
2S+1   3

The Löwdin scheme yields these atomic charges, measured in e: Pt 0.426; O 0.153; C -0.026; Li 0.489; H 0.089; H -0.131


No. 9
Entry from OMol25: a single CH2N2 molecule (ωB97M-V with the def2-TZVPD basis set).

The geometry in XYZ format:
```
5
Properties=species:S:1:pos:R:3:forces:R:3
N -1.720 0.612 0.006 -0.82 0.37 0.42
N -1.737 -0.605 -0.024 -0.77 -0.42 0.84
C -0.429 -0.014 0.029 3.79 0.39 -1.45
H 0.364 0.046 0.887 -2.27 -0.35 -1.23
H 0.024 -0.005 -1.006 0.07 0.01 1.43
```
Forces are in eV/Å.

Values from the calculation:
DFT total energy   -4046.819 eV
SMILES   C1N=N1
Energy above the lowest of the compared OMol25 structures with the same formula, charge and spin   2.196 eV
LUMO level   0.0241 Ha
Gap between HOMO and LUMO   0.412 Ha
Molecular weight   42.041 g/mol

The Löwdin scheme yields these atomic charges, measured in e: N 0.039; N 0.043; C -0.274; H 0.113; H 0.079


No. 10
Entry from OMol25: 2 unconnected molecules or ions with the total composition CH2N2 (ωB97M-V with the def2-TZVPD basis set).

The geometry in XYZ format:
```
5
Properties=species:S:1:pos:R:3:forces:R:3
N -0.445 0.339 3.415 2.17 1.00 1.03
N 0.418 -0.014 -0.211 0.43 1.40 1.11
C -1.388 -0.112 2.967 -2.16 -1.01 -1.06
H 0.103 -0.664 -0.906 0.04 -1.09 -0.04
H 0.856 -0.430 0.636 -0.49 -0.32 -1.04
```
Forces are in eV/Å.

Values from the calculation:
DFT total energy   -4043.311 eV
Energy above the lowest of the compared OMol25 structures with the same formula, charge and spin   5.704 eV
LUMO level (spin up / spin down)   -0.0286 / -0.1641 Ha
Gap between HOMO and LUMO (spin up / spin down)   0.365 / 0.253 Ha
Molecular weight   42.041 g/mol

The Löwdin scheme yields these atomic charges, measured in e: N 0.012; N 0.076; C -0.008; H -0.052; H -0.029